The following is a quantum chemistry calculation of a cluster of 2 separate species, C4H3FNO2S in total in a non-equilibrium geometry, from the OMol25 dataset.

Structure (XYZ):
```
12
Properties=species:S:1:pos:R:3:lowdin_charge:R:1
C 0.4360 -0.3639 -0.7460 -0.22
C -1.0317 1.8292 -0.6481 -0.49
C 0.3842 -1.3159 1.2960 -0.49
C -0.6148 0.6382 -0.0913 -0.56
N 0.6051 -1.4216 -0.0571 -0.05
O -0.9738 3.0316 -0.8381 0.10
O -1.7823 0.7928 -1.0053 0.11
F 2.2211 0.4420 -1.1174 -0.54
S -0.7776 0.1082 1.5656 0.93
H 0.5007 -0.5525 -1.8554 0.13
H -0.1265 -2.1684 1.5819 0.04
H 1.1597 -1.0197 1.9155 0.04
```

* energy above the lowest of the compared OMol25 structures with the same formula, charge and spin: 32.7 kcal per mole
* orbital gap: 7.8 eV
* E_LUMO: 3.17 eV
* total charge: -1

The following is a quantum chemistry calculation of a cluster of 2 separate species, C4H3FO in total in a non-equilibrium geometry, from the OMol25 dataset.

Structure (XYZ):
```
9
Properties=species:S:1:pos:R:3:lowdin_charge:R:1
O 2.6761 1.9114 0.2857 0.19
C 2.2462 0.8478 0.1140 -0.15
C 1.7612 -0.3556 0.0296 -0.15
F 1.4132 -0.9469 -1.1388 -0.01
H 1.5481 -0.9644 0.8923 0.12
C -2.6887 0.3527 0.1841 0.00
C -2.1494 -0.6099 -0.2718 -0.01
H -3.1936 1.1948 0.5541 0.01
H -1.6131 -1.4299 -0.6490 0.01
```

* energy above the lowest of the compared OMol25 structures with the same formula, charge and spin: 70.8 kcal per mole
* orbital gap: 9.3 eV
* E_LUMO: -0.02 eV
* total charge: 0

The following is a quantum chemistry calculation of the molecule C4H3FO3 in a non-equilibrium geometry, from the OMol25 dataset.

Structure (XYZ):
```
11
Properties=species:S:1:pos:R:3:lowdin_charge:R:1
C -0.6925 1.2714 0.3170 0.01
C -1.4405 0.2943 -0.0526 -0.03
C 0.7987 1.1736 0.0157 -0.52
C 0.3766 -1.1114 -0.4539 -0.18
O 1.5495 2.1078 -0.0020 0.14
O 1.2191 -0.0291 -0.2101 0.07
O 0.4417 -2.2002 0.3413 0.05
F -2.5754 -0.3454 -0.2151 0.11
H -0.9741 2.2446 0.4754 0.09
H 0.5837 -1.4698 -1.4545 0.14
H 0.7132 -1.9357 1.2389 0.13
```

* energy above the lowest of the compared OMol25 structures with the same formula, charge and spin: 80.2 kcal per mole
* orbital gap: 9.6 eV
* E_LUMO: 0.56 eV
* total charge: 0

The following is a quantum chemistry calculation of the molecule C4H3FS in a non-equilibrium geometry, from the OMol25 dataset.

Structure (XYZ):
```
9
Properties=species:S:1:pos:R:3:lowdin_charge:R:1
F 2.5730 -0.5244 -0.6108 -0.08
C 1.6926 0.4502 -0.0389 -0.19
C 0.3243 0.0496 -0.0391 0.04
C -0.8634 -0.1153 -0.2883 -0.11
C -2.1226 -0.5725 0.0656 -0.69
S -3.5665 0.0741 -0.4137 0.68
H 1.8282 1.3953 -0.5257 0.11
H 2.1724 0.6273 1.0046 0.15
H -2.0380 -1.3842 0.8463 0.09
```

* energy above the lowest of the compared OMol25 structures with the same formula, charge and spin: 56.8 kcal per mole
* orbital gap: 7.8 eV
* E_LUMO: -1.42 eV
* total charge: 0

The following is a quantum chemistry calculation of a structure of composition C4H3FeO in a non-equilibrium geometry, from the OMol25 dataset.

Structure (XYZ):
```
9
Properties=species:S:1:pos:R:3:lowdin_charge:R:1
C -2.6810 1.1816 0.1334 0.16
C -2.4067 0.0327 -0.4421 -0.12
H -2.0095 1.5046 0.9490 0.06
H -2.9239 -0.4397 -1.2870 0.09
C -1.0877 -1.0213 -0.0423 0.03
C 0.0886 -0.5890 0.2208 -0.17
O 1.1716 -0.1201 0.4642 -0.16
Fe 2.9451 0.2626 -0.1634 0.98
H -1.3392 -2.0817 -0.0337 0.13
```

* 2S+1: 7
* ⟨S²⟩: 12.024
* orbital gap (spin up / spin down): 8.0 / 8.0 eV
* E_LUMO (spin up / spin down): -4.76 / -6.06 eV
* total charge: +1

The following is a quantum chemistry calculation of a cluster of 2 separate species, C4H3IN2S in total in a non-equilibrium geometry, from the OMol25 dataset.

Structure (XYZ):
```
11
Properties=species:S:1:pos:R:3:lowdin_charge:R:1
C -0.8313 -0.3502 0.1920 -0.10
C 0.4561 -0.7344 0.0301 -0.07
C 0.1770 1.4571 -0.4095 -0.16
C 2.4810 0.7677 -0.2090 -0.58
N -0.9811 1.0022 -0.0896 0.10
N 1.1734 0.4553 -0.2585 -0.23
S 2.4953 3.9757 0.1198 0.08
I 3.8766 -0.7531 -0.0002 0.81
H -1.5678 -1.0395 0.4537 0.09
H 1.0966 -1.5676 0.0351 0.05
H 0.5559 2.3825 -0.6883 0.01
```

* energy above the lowest of the compared OMol25 structures with the same formula, charge and spin: 101.9 kcal per mole
* orbital gap (spin up / spin down): 6.7 / 6.7 eV
* E_LUMO (spin up / spin down): -2.35 / -2.30 eV
* total charge: 0

The following is a quantum chemistry calculation of a structure of composition C4H3IS3 in a non-equilibrium geometry, from the OMol25 dataset.

Structure (XYZ):
```
11
Properties=species:S:1:pos:R:3:lowdin_charge:R:1
C -0.3305 -0.3615 0.3632 -0.69
C 0.3629 0.2078 -0.6330 -0.95
C 0.6053 -1.0175 2.7960 -1.22
C -0.3131 0.7966 -1.8586 -0.11
S -0.6441 -1.3789 3.6417 0.67
S 2.0477 0.2354 -0.5635 0.56
S 1.7723 -0.6288 1.7393 0.67
I -2.2654 -0.6903 1.0368 0.89
H -0.7759 0.0166 -2.4347 0.09
H 0.4804 1.2444 -2.4076 0.05
H -0.9396 1.5763 -1.6798 0.05
```

* energy above the lowest of the compared OMol25 structures with the same formula, charge and spin: 90.1 kcal per mole
* orbital gap (spin up / spin down): 6.4 / 6.4 eV
* E_LUMO (spin up / spin down): -1.52 / -1.52 eV
* total charge: 0

The following is a quantum chemistry calculation of a structure of composition C4H3Li2O2Sc in a non-equilibrium geometry, from the OMol25 dataset.

Structure (XYZ):
```
12
Properties=species:S:1:pos:R:3:lowdin_charge:R:1
O 3.0637 -0.1801 -0.3227 -0.30
C 1.7684 0.2232 -0.3542 -0.29
C 0.7138 -0.5308 0.0167 -0.16
Sc 4.6575 0.2172 0.7297 1.45
Li -0.3427 -2.1622 -0.4650 0.77
H 1.6806 1.3286 -0.4240 0.13
C -1.7544 -0.3559 0.4804 -0.32
C -0.6148 0.1062 -0.1144 -0.18
O -2.9595 0.1511 0.4088 -0.20
H -1.6519 -1.2575 1.1306 0.13
H -0.7389 1.0067 -0.7447 0.12
Li -3.8218 1.4536 -0.3410 0.85
```

* energy above the lowest of the compared OMol25 structures with the same formula, charge and spin: 22.4 kcal per mole
* orbital gap (spin up / spin down): 6.5 / 5.9 eV
* E_LUMO (spin up / spin down): -8.38 / -8.43 eV
* total charge: +2

The following is a quantum chemistry calculation of a structure of composition C4H3LiO2 in a non-equilibrium geometry, from the OMol25 dataset.

Structure (XYZ):
```
10
Properties=species:S:1:pos:R:3:lowdin_charge:R:1
O 1.2467 1.2537 -1.6794 -0.40
C 1.3480 0.1175 -0.9162 -0.37
C 0.3298 -0.0085 0.0246 -0.37
C -0.1668 -1.2430 0.5251 -0.16
C -1.1677 -1.0821 1.5183 -0.50
O -1.9663 -1.9578 1.9471 -0.16
H -0.1981 0.9371 0.3207 0.06
H -1.2889 -0.0518 1.9642 0.07
Li -0.5313 1.1376 -2.1391 0.65
H 2.3946 0.8973 -1.5652 0.17
```

* 2S+1: 2
* ⟨S²⟩: 0.792
* orbital gap (spin up / spin down): 3.3 / 3.7 eV
* E_LUMO (spin up / spin down): 1.76 / 1.74 eV
* total charge: -1

The following is a quantum chemistry calculation of a structure of composition C4H3LiOSc in a non-equilibrium geometry, from the OMol25 dataset.

Structure (XYZ):
```
10
Properties=species:S:1:pos:R:3:lowdin_charge:R:1
C 1.0266 -1.7011 -0.2894 -0.01
C 1.9701 -0.6867 -0.2479 0.01
H 1.3359 -2.6785 0.1546 0.06
H 2.9133 -0.8286 0.3060 0.05
Sc -3.1302 1.2351 0.0771 1.01
C -1.3262 0.0721 0.5834 -0.23
C -0.4078 1.0770 0.3112 -0.42
O -0.1064 2.1478 -0.1902 -0.11
H -1.2698 -0.7797 1.2579 0.02
Li -1.0056 2.1425 -1.9627 0.62
```

* energy above the lowest of the compared OMol25 structures with the same formula, charge and spin: 14.8 kcal per mole
* orbital gap (spin up / spin down): 6.5 / 6.6 eV
* E_LUMO (spin up / spin down): -4.48 / -4.52 eV
* total charge: +1

The following is a quantum chemistry calculation of the molecule C4H3N in a non-equilibrium geometry, from the OMol25 dataset.

Structure (XYZ):
```
8
Properties=species:S:1:pos:R:3:lowdin_charge:R:1
C 1.5570 0.5036 0.0175 0.08
C 1.0138 -0.5544 0.2694 -0.11
C -0.4525 -0.8570 0.2033 -0.16
C -0.8695 0.5027 -0.2396 -0.24
N -0.8378 1.6149 -0.5627 0.13
H 1.2492 1.5115 -0.3100 0.07
H -0.9197 -1.1118 1.1595 0.11
H -0.7404 -1.6094 -0.5373 0.11
```

* energy above the lowest of the compared OMol25 structures with the same formula, charge and spin: 60.1 kcal per mole
* orbital gap: 9.7 eV
* E_LUMO: -0.58 eV
* total charge: 0

The following is a quantum chemistry calculation of a cluster of 2 separate species, C4H3N in total in a non-equilibrium geometry, from the OMol25 dataset.

Structure (XYZ):
```
8
Properties=species:S:1:pos:R:3:lowdin_charge:R:1
C -2.8098 0.1882 0.2120 -0.09
C 0.4517 0.4334 -0.5039 -0.03
C 0.1423 0.2398 0.7540 -0.01
C 1.4134 -0.4094 0.4632 -0.15
N -3.6974 0.1350 -0.5063 -0.01
H 0.5538 0.8708 -1.5256 0.11
H 1.4685 -1.4068 0.1698 0.04
H 2.4775 -0.0510 0.9368 0.14
```

* energy above the lowest of the compared OMol25 structures with the same formula, charge and spin: 166.0 kcal per mole
* orbital gap (spin up / spin down): 6.0 / 8.4 eV
* E_LUMO (spin up / spin down): -3.69 / -2.01 eV
* total charge: 0